Here is a gas-phase ion, C4H8N3 (charge +1) from the OMol25 dataset. Energies are from ωB97M-V/def2-TZVPD.

Each line ends with the Löwdin charge.
Atoms and positions in Å:
C 0.181 -1.299 1.376  -0.11
C -2.379 -0.406 -0.481  0.02
C 0.633 0.464 -0.264  -0.07
C 1.568 1.389 -0.798  -0.02
N -1.043 -1.503 1.156  0.08
N -1.870 -0.823 0.588  -0.01
N 0.940 -0.383 0.665  0.13
H 0.582 -2.012 2.024  0.12
H -3.111 0.309 -0.327  0.06
H -2.436 -0.864 -1.526  0.13
H -0.392 0.328 -0.526  0.09
H 1.428 2.443 -0.453  0.12
H 1.426 1.711 -1.927  0.16
H 2.571 1.056 -0.408  0.12
H 1.902 -0.410 0.898  0.16

Output
SMILES: C=N/N=C\[NH+]=C\C
charge: +1
DFT total energy: -8737.1985 eV

---

Here is a gas-phase ion, C4H8N3 (charge +1) from the OMol25 dataset. Energies are from ωB97M-V/def2-TZVPD.

Each line ends with the Löwdin charge.
Atoms and positions in Å:
C 0.246 1.149 0.283  0.00
C 1.753 1.138 0.228  -0.01
C -0.558 0.095 -0.173  -0.37
C -1.971 -0.001 0.357  0.00
N 2.041 -0.058 0.351  -0.01
N 1.908 -1.151 -0.117  0.19
N -0.223 -0.744 -1.151  0.15
H -0.214 1.680 1.106  0.11
H 2.386 2.090 0.345  0.18
H -2.183 -0.920 0.700  0.05
H -2.708 0.248 -0.454  0.13
H -2.028 0.615 1.257  0.10
H 0.539 -0.748 -1.894  0.17
H -0.979 -1.451 -1.380  0.16
H 1.992 -1.942 0.542  0.15

Output
SMILES: [H]/N=N/C=C\C(C)=[NH2+]
charge: +1
DFT total energy: -8737.5158 eV

---

Here is a gas-phase ion, C4H8N3 (charge +1) from the OMol25 dataset. Energies are from ωB97M-V/def2-TZVPD.

Each line ends with the Löwdin charge.
Atoms and positions in Å:
C 0.763 -1.465 0.007  -0.17
C -0.174 0.621 -0.115  -0.05
C 2.322 0.490 0.029  0.03
C -2.603 0.173 -0.010  -0.02
N 1.003 -0.121 -0.005  -0.09
N -0.419 -1.855 -0.066  0.32
N -1.256 -0.019 -0.173  0.06
H 1.558 -2.061 0.156  0.13
H -0.038 1.748 -0.183  0.21
H 3.015 -0.184 0.353  0.08
H 2.282 1.139 0.822  0.08
H 2.344 0.877 -0.993  0.13
H -3.144 0.097 -0.883  0.09
H -2.929 -0.564 0.618  0.09
H -2.722 1.123 0.442  0.11

Output
charge: +1
DFT total energy: -8737.6832 eV

---

Calculated values (eV/A) of strongest force on any atom for the records, taken in order: 3.21, 5.42, 6.44.
Calculated values (kJ/mol) of relative energy (zero: lowest compared OMol25 entry of this formula, charge and spin) for the records, taken in order: 538.70, 508.09, 491.94.